1.
# C4H3O3

C4H3O3 as an isolated structure (ωB97M-V with the def2-TZVPD basis set, the OMol25 dataset).

The energy above the lowest of the compared OMol25 structures with the same formula, charge and spin comes out at 621.0 kJ/mol. The calculation puts the HOMO-LUMO gap at 5.3 eV. Its total energy is -379.71964 Ha.

Geometry as ORCA input:
```
! RIJCOSX wB97M-V def2-TZVPD def2/J DEFGRID3
* xyz -1 1
O 0.08 -1.08 1.15
O -1.21 2.64 -0.05
O -0.36 -1.88 -0.90
C -1.05 0.19 -0.25
C -0.30 -1.06 0.02
C 1.47 -1.13 0.81
C -1.15 1.34 -0.05
H 1.44 -1.60 -0.23
H -0.69 2.68 -0.87
H 1.75 -0.11 0.37
*
```

Atomic partial charges in e from the Mulliken method, atoms 1 to 8:
1 O -0.173
2 O -0.526
3 O -0.641
4 C -0.355
5 C 0.949
6 C -1.100
7 C 0.185
8 H 0.246

=====

2.
# C10H27IN10O9S

C10H27IN10O9S as an isolated structure (ωB97M-V with the def2-TZVPD basis set, the OMol25 dataset).

The calculation puts the HOMO-LUMO gap at 9.9 eV. Its total energy is -2317.98445 Ha.

Geometry as ORCA input:
```
! RIJCOSX wB97M-V def2-TZVPD def2/J DEFGRID3
* xyz 0 1
I 0.03 0.01 -0.58
S -0.16 3.69 -2.96
O 0.34 -3.12 0.56
O 0.19 2.16 -2.64
O 0.98 4.33 -3.50
O 5.42 -3.05 1.44
O -6.55 3.85 -2.74
O -0.57 4.16 -1.47
O -1.36 3.82 -3.72
O 2.82 3.32 0.40
O -1.87 -6.04 3.15
N 3.97 3.89 -1.47
N 4.08 -3.98 -0.13
N -5.17 4.43 -4.45
N 6.09 -3.02 -0.73
N -2.44 -8.05 4.02
N -4.32 4.04 -2.34
N 5.06 3.65 0.55
N 0.51 -4.80 2.07
N 2.06 -3.09 2.04
N -3.57 -7.19 2.20
C 3.88 3.60 -0.14
C -3.43 3.65 1.78
C 0.93 -3.64 1.50
C 0.10 2.03 -1.18
C 5.21 -3.33 0.27
C -1.07 2.91 -0.85
C -1.28 3.20 0.62
C -2.58 -7.03 3.12
C -5.43 4.09 -3.15
C -2.70 2.82 1.03
H -4.47 3.79 -1.38
H -3.70 -6.46 1.53
H 3.41 -4.21 0.58
H 3.12 3.88 -2.01
H 5.94 3.88 0.12
H -3.02 -8.87 4.01
H -4.51 3.73 1.69
H 0.99 2.50 -0.76
H 0.99 -5.23 2.84
H -5.95 4.48 -5.07
H -1.95 2.56 -1.39
H -4.16 -8.00 2.16
H -3.39 4.22 -2.67
H 3.88 -4.22 -1.09
H 5.94 -3.25 -1.69
H -1.22 4.27 0.74
H 4.83 4.13 -1.93
H 2.56 -3.50 2.81
H 2.40 -2.23 1.64
H -2.91 4.27 2.50
H 6.93 -2.54 -0.47
H -1.73 -7.96 4.72
H 5.03 3.44 1.53
H -3.11 1.87 0.72
H -0.53 2.70 1.23
H -4.24 4.62 -4.79
H -0.32 -5.23 1.72
*
```

Atomic partial charges in e from the Mulliken method, atoms 1 to 8:
1 I 0.106
2 S 1.086
3 O -0.612
4 O -0.260
5 O -0.580
6 O -0.645
7 O -0.661
8 O -0.452

=====

3.
# C39H103N7O10

A 10-piece molecular cluster, C39H103N7O10 overall (ωB97M-V with the def2-TZVPD basis set, the OMol25 dataset).

The energy above the lowest of the compared OMol25 structures with the same formula, charge and spin comes out at 125.5 kJ/mol. The SMILES is CC1(C)CCCC(C)(C)N1O.COC[C@H](C)N.COC[C@H](C)N.COC[C@H](C)N.COC[C@H](C)N.COC[C@H](C)N.COC[C@H](C)N.CCO.CCO.CCO. The calculation puts the HOMO-LUMO gap at 9.3 eV. Its total energy is -2683.15245 Ha.

Geometry as ORCA input:
```
! RIJCOSX wB97M-V def2-TZVPD def2/J DEFGRID3
* xyz 0 1
O -20.65 -14.95 4.44
O -24.82 -4.26 4.99
O -24.34 -7.36 9.39
O -19.57 -11.65 8.90
O -20.21 -4.85 6.26
O -26.99 -11.89 7.30
O -20.76 -10.31 0.18
O -20.76 -2.85 10.94
O -16.52 -1.95 7.37
O -21.40 -5.01 3.33
N -28.04 -7.85 9.99
N -18.53 -11.10 9.73
N -23.75 -3.51 2.73
N -19.68 -10.29 3.78
N -24.55 -12.08 5.82
N -18.84 -3.30 8.45
N -21.42 -11.90 6.37
C -21.97 -14.24 6.98
C -25.46 -7.79 10.15
C -17.19 -10.46 7.62
C -17.45 -3.76 8.54
C -26.88 -5.78 9.41
C -24.91 -11.03 6.78
C -16.17 -10.58 9.92
C -20.66 -10.32 2.68
C -16.53 -3.34 7.44
C -21.57 -3.95 10.67
C -28.26 -12.09 6.80
C -17.40 -5.22 8.66
C -19.50 -6.11 2.49
C -21.05 -13.31 6.23
C -17.04 -12.67 8.70
C -24.91 -5.22 1.46
C -20.89 -5.59 2.18
C -24.27 -9.78 6.22
C -23.14 -7.67 9.92
C -19.27 -15.02 4.26
C -19.96 -10.07 1.32
C -20.23 -7.25 6.00
C -26.72 -7.32 9.45
C -16.53 -9.26 10.49
C -21.16 -13.63 4.74
C -26.34 -10.75 6.77
C -21.80 -9.27 2.94
C -19.32 -8.79 9.16
C -20.98 -11.70 -0.21
C -24.92 -5.20 3.96
C -15.94 -1.52 6.16
C -17.84 -9.35 11.14
C -22.39 -4.44 11.89
C -20.71 -6.05 6.83
C -17.19 -11.18 9.00
C -24.98 -4.34 2.67
C -18.98 -9.83 10.22
C -24.68 -4.76 6.27
C -20.16 -10.15 11.04
H -22.18 -13.65 4.46
H -28.13 -7.41 10.92
H -19.06 -10.66 1.40
H -26.71 -9.89 7.32
H -26.05 -5.19 9.02
H -18.96 -5.32 2.92
H -21.39 -12.30 0.60
H -20.07 -10.65 4.64
H -24.84 -3.90 6.91
H -18.88 -14.03 4.07
H -24.47 -9.79 5.16
H -20.66 -12.90 4.14
H -24.58 -11.32 7.78
H -27.81 -5.48 8.88
H -24.59 -8.87 6.70
H -16.52 -8.43 9.72
H -20.42 -4.88 5.29
H -25.44 -5.52 6.52
H -22.83 -8.70 9.72
H -21.75 -14.33 8.04
H -28.41 -11.97 5.73
H -15.99 -12.84 8.32
H -22.21 -9.48 3.91
H -22.94 -13.75 6.84
H -18.16 -8.39 11.53
H -21.47 -6.45 1.87
H -22.05 -15.27 6.57
H -19.80 -9.35 8.40
H -23.94 -2.69 2.16
H -21.73 -4.40 12.81
H -22.13 -4.44 3.06
H -17.00 -3.31 9.41
H -19.16 -7.43 6.11
H -20.61 -7.08 5.02
H -28.64 -13.10 7.04
H -21.80 -5.86 6.72
H -25.75 -5.88 4.19
H -19.93 -12.40 9.35
H -25.30 -8.88 10.35
H -19.39 -7.04 3.06
H -20.74 -8.20 6.31
H -24.78 -4.65 0.56
H -16.45 -5.53 9.04
H -25.82 -5.78 1.30
H -15.91 -11.32 10.71
H -16.34 -2.09 5.30
H -22.41 -7.03 9.50
H -19.67 -8.96 1.27
H -26.67 -10.60 5.76
H -28.98 -11.44 7.25
H -23.24 -3.77 12.16
H -21.62 -11.68 -1.07
H -22.45 -11.81 6.43
H -21.31 -8.29 3.02
H -18.50 -8.13 8.86
H -25.37 -7.25 11.15
H -17.78 -12.97 7.96
H -18.95 -15.72 3.45
H -18.93 -6.34 1.56
H -21.03 -4.80 10.26
H -16.66 -3.70 6.39
H -26.64 -7.67 8.43
H -22.57 -5.55 11.77
H -15.27 -10.38 9.29
H -21.08 -11.34 2.77
H -23.65 -3.25 3.72
H -23.05 -7.45 11.04
H -19.29 -9.40 4.02
H -22.29 -3.72 9.89
H -20.05 -12.20 -0.46
H -21.02 -10.60 10.47
H -20.04 -2.97 10.30
H -18.14 -10.64 7.08
H -17.09 -9.35 7.75
H -21.09 -11.53 7.23
H -17.19 -13.18 9.62
H -20.56 -9.19 11.42
H -15.56 -3.73 7.66
H -18.83 -2.29 8.32
H -19.50 -3.78 7.83
H -25.87 -3.74 2.77
H -23.94 -5.84 3.94
H -22.49 -9.14 2.04
H -19.84 -10.86 11.77
H -24.63 -12.97 6.24
H -20.05 -8.12 9.56
H -26.93 -5.43 10.46
H -19.98 -13.50 6.51
H -16.12 -0.44 6.01
H -16.34 -10.79 7.01
H -20.36 -6.03 7.91
H -18.09 -5.62 9.39
H -17.69 -5.78 7.77
H -20.95 -4.94 1.27
H -14.82 -1.67 6.23
H -23.69 -5.20 6.44
H -23.20 -9.85 6.17
H -15.64 -8.98 11.04
H -24.09 -5.94 1.61
H -27.98 -8.84 10.05
H -18.67 -15.34 5.16
H -25.04 -11.96 4.96
H -17.79 -9.98 12.01
*
```

Atomic partial charges in e from the Mulliken method, atoms 1 to 8:
1 O -0.474
2 O -0.475
3 O 0.365
4 O 0.097
5 O -0.641
6 O -0.319
7 O -0.350
8 O -0.643

=====

> What is the formula in the second record?

C10H27IN10O9S